Entry 1:
{
  "formula": "C3H36O18",
  "method": "ωB97M-V with the def2-TZVPD basis set",
  "elements": ["O", "C", "O", "C", "C", "O", "H", "H", "H", "H", "H", "H", "H", "H", "O", "H", "H", "O", "H", "H", "O", "H", "H", "O", "H", "H", "O", "H", "H", "O", "H", "H", "O", "H", "H", "O", "H", "H", "O", "H", "H", "O", "H", "H", "O", "H", "H", "O", "H", "H", "O", "H", "H", "O", "H", "H", "O"],
  "xyz": [[1.64, 1.47, 1.60], [0.84, 1.61, 0.68], [0.59, 2.85, 0.19], [0.12, 0.42, 0.22], [-0.45, -0.32, 1.39], [-0.03, -1.70, 1.56], [1.13, 3.46, 0.73], [0.62, -0.32, -0.51], [-0.66, 0.76, -0.47], [-1.51, -0.43, 1.21], [-0.03, 0.13, 2.30], [-0.40, -2.22, 0.84], [1.94, -1.07, 4.30], [2.15, -0.59, 2.88], [2.59, -0.64, 3.75], [-2.97, 1.49, -0.79], [-1.59, 2.35, -0.88], [-2.47, 2.30, -0.52], [-0.19, -1.30, -4.11], [-1.54, -0.71, -3.41], [-0.93, -0.59, -4.15], [-3.27, 2.78, 2.44], [-2.62, 2.31, 1.01], [-2.78, 2.08, 2.02], [-3.53, -0.78, -1.14], [-3.63, 0.27, -2.33], [-3.13, 0.01, -1.55], [-3.34, 0.60, 1.82], [-3.98, -0.54, 2.62], [-3.91, -0.21, 1.73], [-0.37, 2.17, -2.84], [-0.86, 1.69, -4.37], [-0.81, 2.42, -3.65], [1.55, -1.53, -2.80], [1.50, -2.60, -3.92], [0.94, -2.05, -3.37], [4.78, 0.88, -0.91], [5.09, 0.49, 0.52], [4.53, 0.25, -0.24], [3.80, -0.46, -2.17], [3.19, 0.19, -3.33], [3.38, -0.69, -3.01], [0.60, 1.43, 4.50], [-0.93, 1.58, 4.55], [-0.08, 2.06, 4.74], [-0.79, -2.27, -1.95], [-0.92, -3.65, -1.40], [-0.93, -2.71, -1.12], [3.11, -2.07, -0.14], [1.83, -2.88, -0.89], [2.77, -2.69, -0.80], [-3.76, -2.91, 0.26], [-4.20, -1.53, 0.59], [-4.14, -2.14, -0.19], [3.80, 1.96, 2.69], [4.04, 0.47, 3.23], [4.23, 1.12, 2.59]],
  "homo_lumo_gap_ev": 10.53,
  "molar_mass_da": 360.30,
  "spin_multiplicity": 1
}

---

Entry 2:
{
  "formula": "C3H37NO14S2",
  "method": "ωB97M-V with the def2-TZVPD basis set",
  "elements": ["S", "S", "C", "C", "N", "C", "H", "H", "H", "H", "H", "H", "H", "H", "H", "H", "H", "O", "H", "H", "O", "H", "H", "O", "H", "H", "O", "H", "H", "O", "H", "H", "O", "H", "H", "O", "H", "H", "O", "H", "H", "O", "H", "H", "O", "H", "H", "O", "H", "H", "O", "H", "H", "O", "H", "H", "O"],
  "xyz": [[-0.41, -2.17, -3.86], [-2.33, -1.91, -3.20], [-2.23, -1.59, -1.37], [-1.06, -2.28, -0.61], [-0.29, -1.41, 0.33], [-0.03, 0.00, -0.08], [0.27, -1.20, -3.21], [-2.20, -0.51, -1.21], [-3.15, -1.93, -0.93], [-0.38, -2.70, -1.35], [-1.37, -2.98, 0.15], [-0.95, -1.24, 1.08], [1.01, 0.24, 0.11], [-0.71, 0.71, 0.39], [-0.16, 0.07, -1.17], [1.85, -3.91, 2.05], [1.08, -2.73, 1.42], [1.44, -3.60, 1.24], [2.02, -2.82, -0.40], [1.92, -1.70, -1.43], [2.55, -2.28, -1.01], [1.74, 1.11, -1.20], [2.71, 1.86, -1.96], [1.91, 1.32, -2.13], [0.18, 3.95, -2.06], [0.92, 2.71, -2.39], [0.31, 3.36, -2.82], [-1.21, 2.51, -2.21], [-2.55, 2.55, -2.64], [-2.06, 2.08, -1.94], [-3.30, -0.34, 2.86], [-2.14, -0.99, 3.72], [-2.98, -1.14, 3.28], [-1.60, -3.45, 3.07], [-2.89, -3.10, 2.26], [-1.95, -3.26, 2.20], [1.50, 0.21, 5.22], [0.88, 1.71, 4.89], [1.38, 0.94, 4.62], [0.87, 5.53, 0.03], [0.47, 4.17, 0.43], [1.02, 4.62, -0.23], [-0.23, 4.37, 3.04], [-1.61, 3.98, 2.35], [-0.78, 4.45, 2.26], [-3.83, 2.43, 1.51], [-4.17, 1.12, 1.07], [-4.00, 1.56, 1.91], [3.20, -0.97, 2.73], [2.55, -1.67, 1.39], [2.69, -1.66, 2.35], [4.01, 2.76, 0.77], [2.87, 3.61, 0.13], [3.45, 2.85, -0.01], [4.15, 0.93, 3.63], [4.11, 0.63, 2.23], [4.61, 1.20, 2.83]],
  "homo_lumo_gap_ev": 7.33,
  "molar_mass_da": 375.46,
  "spin_multiplicity": 1
}

---

Entry 3:
{
  "formula": "C3H37NO15S",
  "method": "ωB97M-V with the def2-TZVPD basis set",
  "elements": ["C", "O", "C", "C", "S", "N", "H", "H", "H", "H", "H", "H", "H", "H", "H", "H", "H", "O", "H", "H", "O", "H", "H", "O", "H", "H", "O", "H", "H", "O", "H", "H", "O", "H", "H", "O", "H", "H", "O", "H", "H", "O", "H", "H", "O", "H", "H", "O", "H", "H", "O", "H", "H", "O", "H", "H", "O"],
  "xyz": [[-0.05, 0.04, -2.71], [1.17, -0.64, -2.51], [-1.14, -0.28, -1.75], [-2.42, 0.49, -2.19], [-3.96, -0.24, -1.69], [-0.79, -0.06, -0.37], [0.20, 1.11, -2.70], [-0.42, -0.10, -3.74], [1.73, -0.13, -1.89], [-1.41, -1.34, -1.90], [-2.42, 0.54, -3.28], [-2.45, 1.52, -1.79], [-3.74, -0.78, -0.48], [-1.08, 0.83, 0.04], [0.21, -0.17, -0.24], [-0.40, 3.59, -1.39], [0.37, 4.84, -1.15], [-0.02, 4.34, -1.88], [1.33, 2.16, -3.65], [1.33, 3.40, -2.62], [1.85, 2.68, -3.03], [-2.49, -2.76, 1.78], [-3.50, -3.87, 1.94], [-3.46, -2.91, 1.95], [2.42, 3.07, 2.22], [2.36, 1.63, 1.49], [1.90, 2.27, 2.08], [0.16, -2.36, 4.28], [0.08, -2.00, 2.81], [0.73, -2.16, 3.54], [-0.39, -2.72, 0.86], [-0.96, -1.22, 0.92], [-0.92, -2.10, 1.43], [3.75, -2.08, 2.50], [2.21, -2.31, 2.72], [2.90, -2.17, 2.03], [0.30, 2.47, 1.24], [-1.18, 3.11, 1.22], [-0.39, 2.90, 0.69], [0.49, -2.91, -1.01], [-0.70, -3.97, -1.23], [-0.09, -3.57, -0.60], [-3.98, 2.64, 1.31], [-3.05, 1.40, 1.46], [-3.07, 2.38, 1.51], [3.56, 0.58, 0.94], [2.76, -0.78, 1.14], [2.77, 0.10, 0.68], [3.07, 2.38, -1.59], [4.48, 1.82, -1.68], [3.75, 1.92, -1.07], [2.80, -2.18, -0.83], [2.71, -3.17, 0.24], [2.73, -3.14, -0.74], [-2.49, -0.75, 2.50], [-3.97, -0.96, 2.19], [-3.22, -0.39, 1.99]],
  "homo_lumo_gap_ev": 9.14,
  "molar_mass_da": 359.39,
  "spin_multiplicity": 1
}

---

Entry 4:
{
  "formula": "C3H38NO14S",
  "method": "ωB97M-V with the def2-TZVPD basis set",
  "elements": ["C", "C", "C", "S", "N", "H", "H", "H", "H", "H", "H", "H", "H", "H", "H", "H", "H", "O", "H", "H", "O", "H", "H", "O", "H", "H", "O", "H", "H", "O", "H", "H", "O", "H", "H", "O", "H", "H", "O", "H", "H", "O", "H", "H", "O", "H", "H", "O", "H", "H", "O", "H", "H", "O", "H", "H", "O"],
  "xyz": [[2.68, -0.01, 0.41], [2.07, 1.36, 0.56], [3.29, 2.42, 0.66], [2.91, 3.29, 2.15], [1.51, -1.00, 0.52], [3.22, -0.08, -0.53], [3.39, -0.33, 1.16], [1.32, 1.39, 1.35], [1.39, 1.72, -0.23], [3.24, 3.15, -0.15], [4.11, 1.74, 0.45], [3.66, 4.41, 2.14], [1.21, -1.30, -0.41], [1.75, -1.81, 1.09], [0.67, -0.53, 0.83], [-0.39, 5.56, 1.40], [-1.35, 5.04, 0.30], [-1.27, 5.64, 1.03], [-4.50, 1.86, -2.21], [-3.34, 1.55, -3.17], [-3.61, 1.48, -2.25], [3.42, -2.89, 3.67], [3.45, -4.24, 3.00], [3.10, -3.35, 2.89], [-2.71, 0.08, 5.73], [-3.38, 1.27, 5.06], [-2.53, 0.82, 5.12], [1.49, -0.73, -3.12], [0.12, -0.34, -3.15], [0.77, -0.60, -2.48], [-1.52, 0.41, 1.36], [-2.25, 1.33, 0.36], [-1.41, 0.87, 0.52], [-5.31, -0.80, -2.75], [-5.20, -2.28, -2.78], [-4.92, -1.50, -3.29], [1.09, 4.78, -2.04], [0.16, 3.70, -2.47], [0.59, 4.04, -1.69], [-0.83, -0.37, 3.51], [0.72, -0.27, 3.53], [-0.03, -0.62, 3.03], [-1.62, -2.18, -2.19], [-2.45, -1.05, -3.04], [-1.76, -1.72, -3.03], [4.66, -3.31, -1.82], [3.07, -3.14, -1.67], [3.93, -3.09, -1.23], [0.78, -2.79, -1.98], [0.90, -3.67, -3.30], [1.21, -3.53, -2.41], [-1.41, -2.27, -0.09], [-1.35, -0.73, -0.03], [-0.94, -1.52, -0.48], [-3.94, -1.61, 0.02], [-4.31, -2.32, 1.30], [-3.56, -1.94, 0.84]],
  "charge": 1,
  "homo_lumo_gap_ev": 8.92,
  "molar_mass_da": 344.40,
  "spin_multiplicity": 1
}

---

Entry 5:
{
  "formula": "C3H39NO15S2",
  "method": "ωB97M-V with the def2-TZVPD basis set",
  "elements": ["S", "S", "C", "C", "N", "C", "H", "H", "H", "H", "H", "H", "H", "H", "H", "H", "H", "O", "H", "H", "O", "H", "H", "O", "H", "H", "O", "H", "H", "O", "H", "H", "O", "H", "H", "O", "H", "H", "O", "H", "H", "O", "H", "H", "O", "H", "H", "O", "H", "H", "O", "H", "H", "O", "H", "H", "O", "H", "H", "O"],
  "xyz": [[2.91, -1.85, -3.12], [1.27, -0.57, -3.41], [0.50, -0.64, -1.77], [1.04, 0.46, -0.82], [0.17, 0.43, 0.34], [0.33, -0.77, 1.23], [2.66, -3.15, -3.46], [-0.54, -0.49, -2.00], [0.58, -1.61, -1.23], [0.92, 1.46, -1.27], [2.04, 0.20, -0.51], [0.07, 1.30, 0.84], [1.15, -1.37, 0.89], [-0.57, -1.30, 1.06], [0.46, -0.33, 2.26], [4.07, -2.11, 0.32], [3.33, -2.36, 1.70], [3.67, -2.80, 0.87], [2.70, -0.32, 2.60], [2.64, -1.52, 3.64], [3.00, -1.20, 2.81], [-2.15, 0.10, -2.21], [-3.04, 0.15, -3.49], [-2.13, 0.24, -3.20], [-2.82, 4.89, -1.86], [-2.46, 3.51, -1.36], [-2.83, 4.35, -1.07], [-2.83, 1.16, -0.32], [-1.75, 0.01, -0.37], [-2.66, 0.29, -0.70], [-1.64, 1.76, -3.07], [-0.38, 2.69, -3.42], [-1.26, 2.67, -3.04], [0.28, 4.73, 0.90], [0.73, 3.93, -0.30], [1.04, 4.23, 0.56], [-3.44, -1.72, 2.14], [-2.08, -1.85, 2.79], [-2.75, -1.19, 2.59], [-1.59, 0.49, 2.44], [-1.55, 0.53, 3.96], [-1.21, 0.98, 3.18], [1.36, 0.78, 4.18], [2.22, 0.55, 5.44], [1.77, 0.09, 4.72], [1.47, -3.34, 0.79], [1.60, -4.16, -0.24], [0.83, -3.66, 0.10], [-2.74, -3.03, 0.08], [-3.42, -4.04, 1.12], [-2.95, -3.21, 1.00], [-2.19, -2.44, -2.24], [-1.30, -3.58, -1.65], [-2.17, -3.38, -2.02], [0.38, 2.64, 3.05], [1.88, 3.25, 3.28], [1.21, 2.63, 3.54], [-2.38, 3.83, 2.37], [-2.77, 4.96, 1.49], [-1.99, 4.62, 1.95]],
  "homo_lumo_gap_ev": 9.19,
  "molar_mass_da": 393.47,
  "spin_multiplicity": 1
}

---

Entry 6:
{
  "formula": "C3H3AgFO3",
  "method": "ωB97M-V with the def2-TZVPD basis set",
  "elements": ["H", "O", "O", "O", "C", "C", "C", "F", "H", "H", "Ag"],
  "xyz": [[-2.26, -0.26, -0.05], [2.56, -0.51, -1.50], [1.11, -0.35, 0.20], [-0.59, 0.59, -1.13], [-1.21, 0.04, 0.09], [-0.15, -0.86, 0.67], [1.46, -0.65, -1.07], [-0.87, 2.23, 1.16], [-0.15, -0.88, 1.77], [-0.38, -1.88, 0.33], [0.47, 2.53, -0.48]],
  "homo_lumo_gap_ev": [7.82, 8.75],
  "molar_mass_da": 213.92,
  "spin_multiplicity": 2
}

---

Entry 7:
{
  "formula": "C3H3AgMgO",
  "method": "ωB97M-V with the def2-TZVPD basis set",
  "elements": ["C", "O", "Ag", "H", "Mg", "C", "C", "H", "H"],
  "xyz": [[-2.06, 1.24, 0.41], [-2.44, 0.17, 0.77], [-0.92, -1.85, 0.62], [-2.71, 2.10, 0.13], [2.98, 0.50, -1.58], [1.20, -0.08, -0.57], [1.42, -1.06, 0.36], [0.30, -0.19, -1.21], [2.23, -0.83, 1.07]],
  "charge": 1,
  "homo_lumo_gap_ev": [5.56, 5.57],
  "molar_mass_da": 187.23,
  "spin_multiplicity": 2
}

---

Entry 8:
{
  "formula": "C3H3AlO2",
  "method": "ωB97M-V with the def2-TZVPD basis set",
  "elements": ["C", "C", "H", "H", "H", "O", "C", "Al", "O"],
  "xyz": [[-1.49, -0.31, 0.13], [-0.16, -0.29, -0.46], [-1.64, 0.29, 1.05], [-2.01, 0.20, -0.72], [-1.97, -1.30, 0.16], [1.48, -0.49, 1.04], [2.48, 0.23, 0.66], [0.91, 0.80, -1.41], [2.40, 0.88, -0.44]],
  "charge": 1,
  "homo_lumo_gap_ev": [5.76, 5.75],
  "molar_mass_da": 98.04,
  "spin_multiplicity": 2
}

---

Entry 9:
{
  "formula": "C3H3BClN3O",
  "method": "ωB97M-V with the def2-TZVPD basis set",
  "elements": ["C", "N", "O", "Cl", "B", "C", "N", "C", "N", "H", "H", "H"],
  "xyz": [[0.21, 0.99, -1.27], [-0.33, -0.08, -0.45], [-0.51, -1.34, -1.26], [0.72, -2.54, -1.19], [-0.42, -0.08, 0.99], [0.20, 1.17, 1.63], [0.91, 1.99, 2.06], [-0.77, -1.37, 1.68], [-0.90, -2.48, 2.05], [0.97, 0.57, -1.90], [-0.59, 1.36, -1.75], [0.51, 1.82, -0.57]],
  "homo_lumo_gap_ev": 9.52,
  "smiles": "CN(OCl)B(C#N)C#N",
  "molar_mass_da": 143.34,
  "spin_multiplicity": 1
}

---

Entry 10:
{
  "formula": "C3H3BeLiO4",
  "method": "ωB97M-V with the def2-TZVPD basis set",
  "elements": ["C", "C", "O", "C", "O", "O", "O", "H", "H", "H", "Be", "Li"],
  "xyz": [[0.10, -1.56, -0.99], [1.28, -0.63, -1.11], [1.02, 0.73, -0.78], [0.89, 1.16, 0.55], [0.42, 0.51, 1.46], [1.45, 2.28, 0.66], [-0.93, -1.29, -0.42], [0.23, -2.51, -1.53], [1.63, -0.64, -2.15], [2.09, -1.04, -0.49], [1.35, 2.06, -1.13], [-1.15, -0.53, 1.34]],
  "charge": 2,
  "homo_lumo_gap_ev": 8.41,
  "molar_mass_da": 119.01,
  "spin_multiplicity": 1
}

---

Entry 11:
{
  "formula": "C3H3BeO3",
  "method": "ωB97M-V with the def2-TZVPD basis set",
  "elements": ["O", "Be", "O", "C", "O", "C", "H", "C", "H", "H"],
  "xyz": [[0.48, 1.36, 0.69], [1.27, -0.37, -1.54], [1.53, -0.21, -0.38], [0.85, 0.18, 0.55], [-0.83, -0.50, 0.36], [-1.12, -1.01, -0.82], [-1.67, -1.95, -0.60], [-1.26, 1.40, 0.15], [-1.23, 1.79, -0.87], [-1.90, 1.31, 1.01]],
  "charge": 2,
  "homo_lumo_gap_ev": [6.81, 7.36],
  "molar_mass_da": 96.07,
  "spin_multiplicity": 2
}

---

Entry 12:
{
  "formula": "C3H3BiO3",
  "method": "ωB97M-V with the def2-TZVPD basis set",
  "elements": ["O", "Bi", "O", "C", "O", "C", "H", "H", "C", "H"],
  "xyz": [[-0.17, -2.43, -0.08], [2.10, 0.99, -0.82], [0.94, -0.54, -0.48], [0.01, -1.03, 0.17], [-0.51, -0.64, 1.22], [-0.60, -3.17, 0.92], [-2.15, -2.09, 2.03], [-0.10, -4.14, 1.00], [-1.12, -2.45, 2.05], [-0.62, -2.62, 3.01]],
  "charge": 3,
  "homo_lumo_gap_ev": [5.05, 9.89],
  "molar_mass_da": 296.03,
  "spin_multiplicity": 2
}